C30H32NO5PYb | wB97M-V/def2-TZVPD

Last column: natural (NBO) charge in e.
Atoms and positions in Å:
Yb -0.28805 0.15229 -0.20314  1.87
O 2.46257 0.76189 -0.96602  -0.74
C 2.36214 1.23086 -2.29681  -0.08
C 1.69438 0.14195 -3.09869  -0.24
N 0.28792 -0.01856 -2.69990  -0.47
C -0.58747 0.88282 -3.44453  -0.34
C -1.93099 1.09263 -2.74848  0.79
O -2.91623 1.35715 -3.41357  -0.65
O -1.87261 0.97689 -1.46240  -0.82
C -0.12785 -1.42184 -2.82566  -0.35
C 0.62037 -2.27546 -1.79476  0.79
O 1.02279 -3.38786 -2.08587  -0.65
O 0.74888 -1.68123 -0.65244  -0.84
H 2.29698 1.51356 -0.36527  0.52
H 3.35147 1.45056 -2.71546  0.17
H 1.77203 2.15465 -2.32688  0.18
H 2.22376 -0.79326 -2.91013  0.23
H 1.75723 0.34189 -4.17727  0.18
H -0.74831 0.53629 -4.47203  0.19
H -0.10208 1.86126 -3.49373  0.21
H 0.03508 -1.81840 -3.83399  0.20
H -1.20017 -1.47916 -2.60691  0.23
C -1.05766 -0.71241 7.53304  -0.23
C -2.02441 -0.07127 6.76830  -0.24
C -1.86547 0.04134 5.39629  -0.14
C -0.74962 -0.50161 4.75732  -0.33
C 0.21418 -1.14039 5.53435  -0.22
C 0.06420 -1.24030 6.91262  -0.20
P -0.62926 -0.33515 2.93613  0.85
C 0.99607 -1.08582 2.56946  -0.29
C 2.08988 -0.22298 2.46144  -0.23
C 3.34406 -0.71450 2.12525  -0.22
C 3.51116 -2.06901 1.87840  -0.20
C 2.42688 -2.93164 1.96715  -0.19
C 1.17688 -2.44327 2.30786  -0.20
C -1.79030 -1.53358 2.24182  -0.38
C -2.42956 -2.55119 2.94872  -0.23
C -3.27197 -3.41213 2.26041  -0.24
C -3.43711 -3.24967 0.88810  -0.24
C -2.76010 -2.24289 0.20741  -0.16
C -1.90795 -1.33874 0.85579  -0.48
H -1.17841 -0.79844 8.60582  0.20
H -2.90185 0.34957 7.24387  0.21
H -2.61991 0.55459 4.81024  0.21
H 1.09024 -1.56349 5.05948  0.22
H 0.82794 -1.73785 7.49785  0.20
H 1.94431 0.84186 2.60754  0.23
H 4.17977 -0.03345 2.02367  0.21
H 4.48198 -2.44913 1.58515  0.20
H 2.54610 -3.98084 1.72966  0.21
H 0.32068 -3.10674 2.32558  0.23
H -2.28341 -2.66307 4.01843  0.20
H -3.79412 -4.20386 2.78517  0.20
H -4.09642 -3.91961 0.34622  0.20
H -2.92128 -2.16172 -0.86526  0.18
C 0.49364 5.75120 0.78470  -0.59
C 1.62473 4.77884 0.42876  -0.13
C 2.75307 4.91435 1.46123  -0.59
C 2.16590 5.10946 -0.96684  -0.59
C 1.11106 3.39640 0.44706  -0.15
C 0.63959 2.26825 0.46944  -0.55
H 0.86390 6.78026 0.77370  0.19
H 0.10313 5.52922 1.77832  0.21
H -0.32871 5.66570 0.07382  0.22
H 3.14692 5.93478 1.46794  0.19
H 3.57014 4.22844 1.23127  0.21
H 2.38412 4.67684 2.45963  0.21
H 2.54279 6.13552 -0.99671  0.20
H 1.38136 5.00405 -1.71778  0.21
H 2.98178 4.43400 -1.23236  0.21

Output
* net charge: -1
* frontier orbital gap (alpha / beta): 7.924 / 7.932 eV
* HOMO (alpha / beta): -5.37 / -5.38 eV
* 2S+1: 2
* lowest unoccupied orbital energy (alpha / beta): 2.6 / 2.6 eV

C30H33AgClF9O5P2 | wB97M-V/def2-TZVPD

Last column: Mulliken charge in e.
Atoms and positions in Å:
Ag -0.40852 -0.02609 0.08501  -0.15
Cl -0.23986 -2.26733 0.60123  0.03
C 1.33136 -2.68895 1.17238  -0.33
C 1.66666 -4.04076 1.28170  -0.72
C 2.92742 -4.40446 1.74730  -0.60
C 3.84266 -3.41727 2.10339  -0.70
C 3.50163 -2.06449 1.99244  -0.27
C 2.23850 -1.67475 1.52119  0.07
P 1.68914 0.05449 1.33199  2.39
C 0.65943 0.28390 2.82329  0.27
C 0.92048 -0.33694 4.05502  -0.56
C 0.07879 -0.13600 5.15295  -0.62
C -1.03770 0.68748 5.03644  -0.55
C -1.31267 1.31269 3.82353  -0.78
C -0.47063 1.11260 2.72624  0.22
C 3.18494 1.04792 1.65062  0.50
C 3.37198 1.84805 2.78731  -0.34
C 4.54388 2.59215 2.96373  -0.70
C 5.54548 2.56120 1.99860  -0.37
C 5.37336 1.79322 0.85157  -0.75
C 4.20212 1.05024 0.67700  -0.41
H 0.94911 -4.80898 1.00675  0.42
H 3.19473 -5.45442 1.83478  0.36
H 4.82731 -3.69675 2.47167  0.37
H 4.24249 -1.32825 2.29408  0.34
H 1.78473 -0.98348 4.18248  0.39
H 0.29541 -0.62769 6.09773  0.35
H -1.69496 0.83872 5.88858  0.32
H -2.18605 1.95205 3.72582  0.39
H -0.71333 1.60578 1.78665  -0.41
H 2.61183 1.91791 3.56072  0.28
H 4.66667 3.20066 3.85619  0.35
H 6.45361 3.14181 2.13639  0.34
H 6.14661 1.77337 0.08826  0.36
H 4.09274 0.46365 -0.23402  0.40
F 0.44001 3.05588 -2.79354  -0.16
C 0.28463 3.72710 -1.62168  0.58
F 0.11265 5.02716 -1.97175  -0.28
F 1.49090 3.67882 -0.99675  -0.24
C -0.84580 3.18361 -0.77202  -0.86
O -0.66871 1.88375 -0.42494  1.17
C -2.11102 3.41375 -1.57290  0.85
F -2.29317 4.71247 -1.92281  -0.27
F -2.13532 2.71903 -2.74109  0.13
F -3.23835 3.06021 -0.90056  -0.26
C -0.94214 4.10659 0.42550  0.46
F -1.98180 3.80500 1.24767  -0.26
F 0.17217 4.08675 1.20385  -0.24
F -1.11940 5.40823 0.08402  -0.26
C -1.48288 -0.29643 -5.29466  -2.09
C -0.78978 0.14858 -4.00358  2.25
C -1.28089 1.53309 -3.57038  -2.16
C 0.72253 0.22240 -4.25751  -1.87
O -0.95590 -0.85277 -3.00815  -0.32
P -2.27244 -0.90290 -2.06281  0.88
O -3.50310 -0.92179 -2.93233  -0.93
O -2.09844 0.10746 -0.95631  -0.60
O -2.03951 -2.38244 -1.44128  -0.22
C -3.06079 -3.05720 -0.71825  1.66
C -3.97130 -3.80321 -1.69793  -2.02
C -2.32866 -4.08692 0.15402  -1.63
C -3.87835 -2.13720 0.19331  -1.63
H -1.24519 0.37225 -6.12900  0.43
H -2.57091 -0.31170 -5.18378  0.35
H -1.18240 -1.31428 -5.56833  0.39
H -1.05118 2.29181 -4.32657  0.36
H -0.81382 1.83790 -2.62765  0.31
H -2.36393 1.54583 -3.41110  0.58
H 0.97015 0.95084 -5.03690  0.34
H 1.11682 -0.75497 -4.55997  0.46
H 1.25665 0.50081 -3.34151  0.20
H -3.38145 -4.40918 -2.39516  0.35
H -4.56068 -3.11184 -2.30720  0.35
H -4.67247 -4.46089 -1.17316  0.43
H -1.72096 -4.76010 -0.46191  0.39
H -3.02614 -4.69246 0.74237  0.45
H -1.63624 -3.58936 0.84312  0.54
H -4.45185 -1.40377 -0.38265  0.40
H -3.22612 -1.57524 0.87042  0.20
H -4.59028 -2.70781 0.79983  0.46
H 0.64547 -1.12812 0.92300  -0.61

Output
* net charge: -2
* frontier orbital gap (alpha / beta): 3.512 / 3.513 eV
* HOMO (alpha / beta): 1.16 / 1.16 eV
* lowest unoccupied orbital energy (alpha / beta): 4.7 / 4.7 eV

C30H33BBrN7O3S4SnTe | wB97M-V/def2-TZVPD

Last column: Mulliken charge in e.
Atoms and positions in Å:
Sn 0.69005 1.64047 0.85651  0.80
C -0.49493 -4.65297 -1.25740  -1.51
C 0.47532 -3.55286 -0.85472  0.23
N 0.65850 -2.55007 -1.90249  0.89
C 1.56041 -2.89734 -3.00472  -0.83
C 0.83869 -3.32281 -4.27654  -0.75
C 0.12583 -1.32216 -1.89349  -0.30
S -0.81774 -0.85041 -0.44137  0.68
N 0.23764 -0.55144 -2.92587  -0.07
C 0.08822 0.80861 -2.90759  -0.87
O 0.55191 1.54958 -2.05027  -0.36
C -0.66362 1.37695 -4.07455  0.53
C -0.79692 2.75871 -4.17417  -0.35
C -1.52325 3.31475 -5.21362  -0.73
C -2.12523 2.49217 -6.15783  -0.35
C -1.99658 1.11361 -6.06221  -0.82
C -1.26531 0.55646 -5.02415  0.11
H -0.61997 -5.35251 -0.42929  0.47
H -0.13541 -5.21753 -2.11810  0.35
H -1.47127 -4.23139 -1.50282  0.27
H 1.46141 -3.96042 -0.62551  0.53
H 0.13078 -3.06407 0.05133  -0.59
H 2.20728 -3.69517 -2.63933  0.49
H 2.18523 -2.02725 -3.20583  0.38
H 0.22686 -4.21041 -4.11726  0.23
H 1.56982 -3.54869 -5.05432  0.42
H 0.19959 -2.51767 -4.63189  -0.04
H -0.32696 3.37737 -3.42170  0.49
H -1.62513 4.38961 -5.28849  0.40
H -2.69559 2.92695 -6.96879  0.39
H -2.46586 0.47231 -6.79702  0.41
H -1.15655 -0.51612 -4.93803  0.29
C -1.75810 -1.05656 2.84708  -0.58
N -0.40955 -1.59806 2.85478  0.55
C -0.05537 -2.91864 2.68009  -0.60
C 1.28598 -2.98263 2.85566  -0.67
N 1.74832 -1.72245 3.13895  -0.12
B 3.24842 -1.37418 3.42183  0.73
N 3.74958 -0.26183 2.43745  0.47
C 4.65525 0.70008 2.82487  -0.65
C 4.97477 1.44941 1.74585  -0.65
N 4.24218 0.94435 0.68899  0.54
C 4.27518 1.40207 -0.68667  -0.76
C 3.50763 -0.11313 1.12357  -1.44
S 2.46448 -1.01981 0.12721  0.26
C 0.70653 -0.88811 3.11815  -0.15
S 0.72287 0.82346 3.34780  -0.43
H -2.45774 -1.86874 2.66194  0.14
H -1.87088 -0.30038 2.07443  0.08
H -1.97432 -0.59408 3.80899  0.40
H -0.78578 -3.67782 2.46377  0.58
H 1.96060 -3.81642 2.79266  0.52
H 3.87336 -2.39620 3.26590  -0.21
H 3.36496 -0.92418 4.53530  -0.18
H 4.98526 0.77110 3.84546  0.49
H 5.64254 2.28447 1.63017  0.50
H 4.94875 2.25407 -0.74717  0.29
H 3.27855 1.69153 -1.01955  0.25
H 4.62862 0.60208 -1.33584  0.33
Br 2.72123 4.18266 2.66104  -0.07
C 0.86619 4.47177 2.86510  0.09
C 0.39189 5.53286 3.61741  -0.59
C -0.98191 5.66316 3.74381  -0.37
C -1.82045 4.74440 3.13110  -0.68
C -1.24726 3.72223 2.39936  0.41
N 0.07570 3.60052 2.27039  -0.02
C -2.09682 2.66206 1.71081  0.26
O -3.30321 2.70164 1.86451  -0.74
O -1.44942 1.80986 0.99115  -0.12
H 1.07961 6.22026 4.08645  0.43
H -1.39249 6.47843 4.32489  0.42
H -2.89686 4.79010 3.20440  0.52
Te -2.88899 -0.25179 -1.55586  0.21
C -4.00986 -0.98626 0.02972  0.04
C -4.56593 -0.25456 1.04306  -0.38
C -5.22638 -1.07270 1.99875  -0.64
C -5.15528 -2.40054 1.69264  -0.40
S -4.29137 -2.66805 0.24506  -0.13
H -4.47758 0.82358 1.11069  0.51
H -5.73367 -0.68835 2.87212  0.39
H -5.57647 -3.22696 2.24329  0.41

Output
* frontier orbital gap: 6.743 eV
* HOMO: -7.14 eV
* lowest unoccupied orbital energy: -0.4 eV

DFT total energy
In order: -3093.51646 -3727.54647 -6446.13278
Unit: Eh
Relative energy (zero: lowest compared OMol25 entry of this formula, charge and spin)
In order: 2.39 150.83 14.34
Unit: kcal/mol
Largest force on an atom
In order: 0.0118 0.2991 0.0049
Unit: Eh/bohr